62
Properties=species:S:1:pos:R:3:forces:R:3 method="wB97M-V/def2-TZVPD" total_charge=0 homo_ev=-9.37 smiles="O=C1c2ccccc2C(=O)c2ccccc21.O=C1c2ccccc2C(=O)c2ccccc21.NC1=CC(=O)C=CC1=O" gap_ev=8.3
N 2.5110 6.8754 0.6278 -0.73 0.24 0.72
C 1.1161 7.0404 0.6330 0.71 0.04 -0.06
C 0.4775 8.2080 0.5545 -0.14 -0.17 -0.04
C -0.9977 8.1820 0.5559 -0.05 0.37 -0.34
O -1.6922 8.9560 -0.0708 0.12 -0.03 0.46
C -1.5807 7.0945 1.3983 -0.11 0.13 0.11
C -0.9530 5.9334 1.4750 0.03 0.15 -0.11
C 0.2809 5.8014 0.6613 0.07 -0.68 -0.10
O 0.5698 4.8035 0.0370 0.05 0.28 0.40
H 2.7521 6.2269 1.3723 0.22 -0.42 -0.36
H 2.9089 7.7629 0.9103 0.32 0.09 -0.32
H 1.0139 9.1373 0.4936 -0.03 0.34 -0.25
H -2.4911 7.3079 1.9287 -0.36 0.01 -0.06
H -1.3038 5.1105 2.0674 -0.11 -0.40 -0.05
C 4.4617 0.3221 6.3495 -0.01 0.05 -0.02
C 4.4549 1.7018 6.1735 -0.01 -0.05 0.00
C 3.8279 2.2585 5.0723 0.07 0.03 0.12
C 3.2122 1.4379 4.1356 -0.01 -0.10 -0.03
C 3.2350 0.0517 4.3032 -0.02 0.11 -0.05
C 3.8540 -0.5008 5.4170 0.08 0.00 0.12
C 2.6153 -0.8527 3.2928 -0.03 -0.23 0.00
O 2.6303 -2.0563 3.4461 0.01 0.03 0.01
C 1.9860 -0.2372 2.0931 0.03 0.10 0.04
C 1.4450 -1.0580 1.1121 -0.06 -0.03 -0.11
C 0.8446 -0.4993 -0.0046 -0.02 0.04 -0.04
C 0.7761 0.8836 -0.1422 0.02 -0.11 0.02
C 1.3181 1.7068 0.8296 -0.04 0.03 -0.10
C 1.9293 1.1517 1.9456 0.05 -0.08 0.08
C 2.5273 2.0552 2.9650 -0.05 0.20 -0.06
O 2.4614 3.2643 2.8514 0.01 0.00 0.01
H 4.9458 -0.1107 7.2148 0.01 0.00 0.01
H 4.9391 2.3424 6.8985 0.00 0.00 0.01
H 3.8154 3.3302 4.9335 -0.07 0.01 -0.08
H 3.8598 -1.5739 5.5467 -0.04 -0.03 -0.10
H 1.4967 -2.1317 1.2246 0.03 -0.01 0.10
H 0.4253 -1.1422 -0.7684 -0.03 -0.02 0.02
H 0.3021 1.3197 -1.0114 0.00 0.02 -0.01
H 1.2691 2.7790 0.7228 0.04 0.05 0.03
C 0.0741 -6.1697 -5.6510 0.02 0.04 0.04
C 0.7734 -5.2624 -4.8618 -0.04 -0.03 -0.02
C 0.1036 -4.4980 -3.9224 0.13 -0.03 -0.04
C -1.2712 -4.6302 -3.7736 -0.09 -0.05 -0.05
C -1.9756 -5.5279 -4.5790 0.02 0.09 0.08
C -1.2965 -6.3020 -5.5109 0.11 -0.05 -0.08
C -3.4552 -5.6587 -4.4657 -0.11 -0.15 -0.12
O -4.0666 -6.4432 -5.1599 0.01 0.02 0.01
C -4.1635 -4.7950 -3.4803 0.09 0.07 0.04
C -5.5478 -4.8627 -3.3914 -0.14 0.02 0.05
C -6.2203 -4.0759 -2.4725 0.05 0.03 0.03
C -5.5127 -3.2225 -1.6323 -0.02 -0.04 -0.04
C -4.1334 -3.1478 -1.7191 -0.11 0.06 0.07
C -3.4544 -3.9270 -2.6471 -0.01 -0.08 -0.09
C -1.9734 -3.8124 -2.7464 0.11 0.12 0.12
O -1.3555 -3.0691 -2.0119 0.03 0.04 0.00
H 0.6009 -6.7715 -6.3794 0.01 0.00 -0.01
H 1.8432 -5.1540 -4.9801 0.01 -0.01 0.00
H 0.6433 -3.7958 -3.3030 -0.08 0.03 0.06
H -1.8451 -7.0024 -6.1246 -0.10 0.03 0.03
H -6.0932 -5.5301 -4.0436 0.09 -0.05 -0.05
H -7.2989 -4.1270 -2.4078 -0.01 0.00 0.01
H -6.0402 -2.6131 -0.9108 -0.01 0.01 0.01
H -3.5791 -2.4838 -1.0709 0.10 -0.02 -0.04

=====

78
Properties=species:S:1:pos:R:3:forces:R:3 method="wB97M-V/def2-TZVPD" spin_multiplicity=6 total_charge=-2 homo_ev="-2.45 / -3.03" gap_ev="6.2 / 6.7"
Mn -2.2492 -0.4590 0.6060 -0.25 -0.76 0.24
C 2.0416 -2.0112 1.6784 0.03 -0.04 0.04
C 1.4076 -1.0201 2.6116 0.05 -0.02 0.07
N 1.8987 -0.8901 3.8194 0.03 -0.08 -0.07
C 1.3184 -0.0145 4.6685 0.02 0.00 0.01
C 0.2550 0.7770 4.3244 -0.02 0.01 -0.01
C -0.3258 1.6981 5.3588 0.05 0.02 -0.03
O -0.0437 3.0877 5.0983 -0.04 -0.06 0.01
C -0.2757 0.6868 3.0138 -0.11 -0.06 0.09
C -1.3417 1.5845 2.6356 0.16 0.21 -0.12
N -1.9269 1.5857 1.4909 -0.03 -0.15 0.09
C -2.8557 2.5832 1.1557 0.03 -0.04 -0.07
C -3.5872 3.3269 2.0810 -0.10 0.03 0.07
C -4.4892 4.2920 1.6636 0.04 -0.03 -0.08
C -4.6866 4.5259 0.3080 -0.03 0.02 0.10
C -3.9822 3.7804 -0.6239 0.04 -0.05 -0.10
C -3.0773 2.8179 -0.2047 -0.05 0.10 -0.02
I -2.0413 1.6980 -1.6353 -0.09 0.17 -0.08
C 0.2704 -0.2685 2.1233 0.26 0.05 0.06
O -0.1324 -0.4813 0.9318 -0.27 0.02 -0.28
H 2.5254 -2.7982 2.2581 0.00 0.05 -0.02
H 2.8070 -1.5314 1.0560 -0.07 -0.01 0.01
H 1.2928 -2.4327 1.0072 0.04 0.01 0.02
H 1.7315 0.0243 5.6725 -0.02 0.01 -0.02
H 0.0793 1.4257 6.3367 0.01 -0.01 0.04
H -1.4090 1.5871 5.3988 -0.04 0.05 0.00
H 0.7961 3.1139 4.6289 0.00 -0.02 0.01
H -1.5638 2.3609 3.3630 -0.04 0.11 -0.03
H -3.4804 3.1200 3.1384 0.02 -0.06 -0.03
H -5.0562 4.8459 2.4023 0.00 -0.01 -0.01
H -5.4063 5.2647 -0.0264 0.03 -0.03 0.02
H -4.1472 3.9289 -1.6836 0.00 0.00 0.04
F 0.3863 -3.1144 -7.5803 0.03 0.03 0.09
C 0.6327 -2.6526 -6.3462 -0.04 -0.07 -0.19
C 1.8562 -2.0860 -6.0608 0.12 0.03 -0.05
F 2.7902 -1.9922 -7.0215 -0.05 0.00 0.07
C 2.0939 -1.6118 -4.7850 0.05 0.04 0.07
F 3.2898 -1.0380 -4.5755 -0.06 -0.01 -0.03
C 1.1481 -1.6981 -3.7707 0.12 0.10 -0.01
P 1.4626 -1.1801 -2.0222 0.00 -0.07 0.01
C 3.2188 -1.7100 -1.8571 0.08 0.07 0.03
C 3.4533 -3.0853 -1.8247 -0.02 0.00 0.01
C 4.7294 -3.5853 -1.6137 -0.03 -0.01 0.00
C 5.7912 -2.7160 -1.4013 -0.02 0.02 0.00
C 5.5646 -1.3471 -1.4098 -0.02 0.01 0.00
C 4.2896 -0.8467 -1.6407 -0.01 -0.03 0.00
C 1.6003 0.6410 -2.1568 0.01 0.02 -0.01
C 1.4586 1.3807 -3.3285 0.02 -0.02 0.00
C 1.4958 2.7697 -3.2956 0.00 -0.02 0.00
C 1.6849 3.4355 -2.0935 0.00 -0.03 -0.02
C 1.8237 2.7076 -0.9191 -0.01 -0.03 0.00
C 1.7670 1.3228 -0.9480 -0.03 0.00 0.01
C -0.0978 -2.2613 -4.0838 -0.06 -0.06 0.09
Br -1.4870 -2.3491 -2.8043 0.01 0.17 -0.09
C -0.3330 -2.7325 -5.3638 -0.24 -0.10 -0.02
F -1.5048 -3.2868 -5.6991 0.08 0.04 0.02
H 2.6214 -3.7717 -1.9539 0.02 0.02 0.00
H 4.8904 -4.6570 -1.5951 0.00 0.03 0.00
H 6.7860 -3.1043 -1.2197 0.00 0.00 0.00
H 6.3849 -0.6598 -1.2382 -0.01 -0.01 0.00
H 4.1283 0.2244 -1.6568 0.01 -0.02 0.00
H 1.3036 0.8784 -4.2763 0.00 0.00 0.03
H 1.3645 3.3304 -4.2143 0.00 -0.02 0.03
H 1.6971 4.5185 -2.0674 0.00 -0.02 0.00
H 1.9364 3.2170 0.0304 0.00 -0.01 -0.02
H 1.8057 0.7605 -0.0219 -0.02 0.00 -0.01
F -2.8511 -2.1429 5.7842 0.04 -0.01 0.13
C -3.3264 -2.2967 4.5264 0.09 0.06 -0.03
F -2.8729 -3.4749 4.0896 0.03 -0.15 -0.02
F -4.6626 -2.3988 4.6339 -0.13 0.00 0.01
C -2.9180 -1.0934 3.6287 0.03 0.25 -0.10
O -3.1561 0.0127 4.1229 0.09 -0.13 -0.14
O -2.3886 -1.4141 2.5377 -0.16 0.08 0.17
O -5.3949 -2.4512 -0.1142 0.03 0.00 0.02
S -4.5062 -1.4424 -0.6565 0.01 0.18 -0.19
O -3.0638 -1.9730 -0.7206 0.25 0.13 0.18
O -4.3433 -0.2734 0.3028 0.10 0.12 0.01
O -4.8954 -0.9604 -1.9769 0.02 -0.02 0.00

=====

74
Properties=species:S:1:pos:R:3:forces:R:3 method="wB97M-V/def2-TZVPD" total_charge=-1 homo_ev="-2.81 / -2.81" gap_ev="4.3 / 4.3"
K 0.2486 0.8112 -0.9972 -0.19 -0.13 0.87
O -1.1609 -1.1589 -1.9578 0.16 -0.80 1.09
S -1.5967 -2.4347 -1.2695 1.64 0.96 0.82
C -0.0762 -3.2860 -0.3871 -1.64 0.49 -0.11
C 0.0332 -2.6829 1.0265 -0.66 -0.62 -0.42
C 1.3441 -3.0259 1.8138 -1.34 1.03 0.99
C 2.6114 -3.1416 1.0093 1.48 -0.37 0.21
S 3.0917 -1.6265 -0.0505 -2.14 -1.00 -1.53
O 2.3949 -0.3872 0.4212 0.42 -0.49 0.48
C 4.8064 -1.5313 0.2298 -0.21 -0.33 1.13
C 5.6277 -2.5672 -0.2034 -0.92 0.01 -0.76
C 6.9598 -2.4180 0.0048 1.52 -0.76 0.85
C 7.4709 -1.2687 0.6412 0.78 -0.37 -0.60
C 6.6355 -0.2771 1.1083 -1.12 -0.96 -0.37
C 5.2388 -0.4474 0.9503 1.16 0.49 -0.98
C -1.9366 -3.4743 -2.6150 -0.32 -0.85 -0.42
C -2.5573 -4.6897 -2.4236 -0.10 0.31 2.78
C -3.2209 -5.3358 -3.3838 0.28 -1.11 -2.32
C -3.3279 -4.7495 -4.6369 -0.74 0.74 -1.04
C -2.8688 -3.4330 -4.8397 1.78 -1.39 1.78
C -1.9719 -2.8971 -3.8563 -1.40 -0.31 -1.62
H 0.7769 -3.1037 -1.0128 0.38 0.00 -0.49
H -0.3769 -4.3434 -0.3622 0.34 0.18 -0.14
H -0.8353 -3.1125 1.5690 0.54 0.43 0.04
H -0.1805 -1.6050 0.9455 0.54 -0.21 0.27
H 1.1721 -4.0029 2.3474 0.34 0.91 -0.45
H 1.4144 -2.2106 2.5849 0.16 -0.90 -0.53
H 2.4676 -4.0378 0.3452 0.63 1.05 0.15
H 3.5216 -3.2985 1.6655 -1.16 -0.06 -0.60
H 5.2235 -3.3904 -0.8101 0.16 0.24 0.54
H 7.6267 -3.2867 -0.1662 -0.29 0.88 -0.37
H 8.5704 -1.1564 0.6303 -0.74 0.00 0.45
H 7.0320 0.5778 1.5841 0.30 0.86 0.36
H 4.4898 0.3188 1.0833 0.12 0.23 0.74
H -2.6872 -5.1132 -1.4337 0.52 0.12 0.29
H -3.5008 -6.3630 -3.2452 -0.50 -0.18 0.14
H -3.8046 -5.3262 -5.4542 0.08 0.69 0.56
H -3.0743 -2.8785 -5.7164 0.07 0.23 -0.92
H -1.3452 -2.0519 -4.0507 -0.31 0.74 -0.04
Cl -3.5771 1.3649 -0.6657 -0.08 0.27 0.98
C -4.3055 1.6491 0.9243 0.31 0.59 -0.20
C -3.8864 0.8968 2.0396 -2.39 -1.01 0.71
C -4.8347 0.6035 3.0209 -1.61 2.59 -1.50
Cl -4.5765 -0.4976 4.3278 -0.05 -0.03 -0.43
C -6.0538 1.4138 2.9941 2.41 0.21 0.20
Cl -7.1657 1.0632 4.1926 -1.40 0.12 0.99
C -6.1155 2.6158 2.2432 1.15 -1.78 -0.72
Cl -7.0216 3.9631 2.8083 -0.15 -0.36 -0.49
C -5.3089 2.6238 1.0496 -0.33 -0.01 1.02
Cl -5.5932 3.8623 -0.1501 0.22 -0.59 0.42
Cl -1.3846 3.9883 -1.7892 -1.74 0.08 1.28
C 0.0546 3.8516 -2.6179 2.60 -0.82 -2.04
C 0.6259 2.5998 -2.8712 -0.05 -0.93 0.55
C 1.8384 2.4923 -3.5003 -1.20 4.23 -1.01
Cl 2.6622 1.0242 -3.7815 0.35 -1.21 0.18
C 2.3500 3.6921 -4.1525 0.71 -2.29 0.67
Cl 3.9503 3.5550 -4.8215 0.10 0.49 -0.64
C 1.6925 4.8983 -4.1038 -0.23 -1.36 1.00
Cl 2.0932 6.1906 -5.1195 0.48 0.67 -0.24
C 0.6315 4.9598 -3.1873 -0.38 1.13 -0.34
Cl 0.0539 6.5412 -2.8074 -0.41 0.56 0.03
Se -2.1456 0.2143 2.5795 2.09 1.96 0.05
N -1.1606 1.4789 1.7017 -0.59 -3.41 -0.82
C -1.0484 2.4977 2.5393 0.08 1.97 3.04
C -0.4369 3.7027 2.1564 -0.33 -1.02 0.61
C 0.0190 4.6046 3.1210 0.48 1.02 0.21
C -0.3365 4.4317 4.4597 0.34 -0.90 0.03
C -0.9107 3.2085 4.8759 -0.86 0.83 0.28
C -1.4317 2.2366 4.0024 3.12 4.10 -3.16
N -2.0859 1.1790 4.3058 -1.80 -4.10 -0.78
H -0.3666 3.8219 1.0877 0.63 0.29 -0.18
H 0.7922 5.3683 2.8662 -1.23 -0.21 -0.04
H -0.1673 5.1925 5.2472 0.35 -0.56 -0.70
H -1.0859 3.1168 5.9369 -0.21 -0.25 0.22

=====

Strongest force on any atom per entry: 0.020 0.016 0.118 Eh/bohr